w) DFT (ωB97M-V/def2-TZVPD) results for C3H4N2O in the gas phase.

Bonds (Å) are listed after each position.
CARTESIAN COORDINATES (ANGSTROEM)
1 O -1.851 1.108 0.348  C2 1.339, H7 0.969
2 C -0.652 0.731 0.813  O1 1.339, C3 1.336, H8 1.089
3 C 0.539 0.966 0.256  C2 1.336, C4 1.320
4 C 1.399 0.189 -0.375  C3 1.320, N5 1.455, H9 1.086
5 N 1.044 -1.199 -0.631  C4 1.455, N6 1.239
6 N -0.148 -1.456 -0.412  N5 1.239, H10 1.026
7 H -1.741 1.427 -0.560  O1 0.969
8 H -0.720 0.266 1.796  C2 1.089
9 H 2.410 0.432 -0.691  C4 1.086
10 H -0.281 -2.465 -0.544  N6 1.026

Values from the calculation:
SMILES = [H]/N=N/C=C=CO
Total charge = 0
E_HOMO = -9.19 eV

=====

x) DFT (ωB97M-V/def2-TZVPD) results for a 2-piece molecular cluster, C3H4N2O overall.

Bonds (Å) are listed after each position.
CARTESIAN COORDINATES (ANGSTROEM)
1 C -0.901 0.541 1.074  C3 1.306, O6 1.172
2 C 2.204 -0.168 0.447  N4 1.407, N5 1.259, H7 0.982
3 C -0.741 -0.477 0.272  C1 1.306, H8 1.066, H9 1.072
4 N 2.454 0.781 -0.561  C2 1.407, N5 1.542, H10 0.991
5 N 2.569 -0.756 -0.605  C2 1.259, N4 1.542
6 O -0.863 1.516 1.722  C1 1.172
7 H 1.963 -0.335 1.384  C2 0.982
8 H -0.666 -0.283 -0.773  C3 1.066
9 H -0.636 -1.497 0.583  C3 1.072
10 H 3.316 1.268 -0.592  N4 0.991

Values from the calculation:
SMILES = C1=NN1.C=C=O
Total charge = 0
E_HOMO = -9.09 eV

=====

y) DFT (ωB97M-V/def2-TZVPD) results for C3H4N2O in the gas phase.

Bonds (Å) are listed after each position.
CARTESIAN COORDINATES (ANGSTROEM)
1 O 1.401 1.628 -0.496  C2 1.363, H7 0.968
2 C 0.476 0.704 -0.112  O1 1.363, C3 1.358, C6 1.450
3 C 0.327 0.160 1.124  C2 1.358, N4 1.498
4 N -0.651 -0.913 0.755  C3 1.498, N5 1.468, H8 1.023, H9 1.021
5 N -1.189 -0.806 -0.607  N4 1.468, C6 1.293
6 C -0.461 0.155 -1.073  C2 1.450, N5 1.293, H10 1.086
7 H 1.973 1.741 0.277  O1 0.968
8 H -0.052 -1.742 0.766  N4 1.023
9 H -1.418 -1.094 1.404  N4 1.021
10 H -0.594 0.472 -2.103  C6 1.086

Values from the calculation:
Total charge = 0
E_HOMO = -8.59 eV

=====

z) DFT (ωB97M-V/def2-TZVPD) results for C3H4N2O in the gas phase.

Bonds (Å) are listed after each position.
CARTESIAN COORDINATES (ANGSTROEM)
1 N 1.635 -0.114 -0.350  C2 1.375, H7 1.012, H8 1.010
2 C 0.326 0.308 -0.364  N1 1.375, C3 1.287, C4 1.528
3 C -0.606 1.192 -0.280  C2 1.287, C4 1.494, H9 1.078
4 C -1.083 -0.210 -0.079  C2 1.528, C3 1.494, N5 1.462, H10 1.096
5 N -1.190 -0.845 1.234  C4 1.462, O6 1.212
6 O -0.150 -0.785 1.852  N5 1.212
7 H 1.767 -0.881 0.296  N1 1.012
8 H 2.120 -0.225 -1.228  N1 1.010
9 H -0.984 2.200 -0.327  C3 1.078
10 H -1.834 -0.639 -0.753  C4 1.096

Values from the calculation:
SMILES = NC1=C[C@@H]1N=O
Total charge = 0
E_HOMO = -8.85 eV

=====

Energetically preferred structure: y) | next structure: +3.0 kcal/mol

=====

w) DFT (ωB97M-V/def2-TZVPD) results for C2H3FO2S in the gas phase.

Bonds (Å) are listed after each position.
CARTESIAN COORDINATES (ANGSTROEM)
1 C -0.273 0.488 -0.065  C2 1.604, O3 1.376, O4 1.198
2 C 1.186 0.721 0.559  C1 1.604, H7 1.151, H8 1.121, H9 1.038
3 O -0.343 -0.733 -0.697  C1 1.376, S6 1.701
4 O -1.140 1.315 -0.099  C1 1.198
5 F -2.170 -2.287 -0.025  S6 1.632
6 S -1.617 -1.610 -1.403  O3 1.701, F5 1.632
7 H 1.781 1.157 -0.324  C2 1.151
8 H 1.410 -0.374 0.648  C2 1.121
9 H 1.166 1.323 1.405  C2 1.038

Values from the calculation:
SMILES = CC(=O)OSF
Total charge = 0
E_HOMO = -9.68 eV

=====

x) DFT (ωB97M-V/def2-TZVPD) results for a 2-piece molecular cluster, C2H3FO2S overall.

Bonds (Å) are listed after each position.
CARTESIAN COORDINATES (ANGSTROEM)
1 C -1.020 1.170 -0.251  S6 1.625, H7 1.137
2 C 0.546 -0.522 0.162  F5 1.309, H8 1.080, H9 1.051
3 O -2.583 2.529 1.293  S6 1.428
4 O -1.939 0.345 2.095  S6 1.438
5 F 1.165 -0.045 1.212  C2 1.309
6 S -1.651 1.450 1.220  C1 1.625, O3 1.428, O4 1.438
7 H -0.543 2.136 -0.613  C1 1.137
8 H 1.080 -0.178 -0.712  C2 1.080
9 H -0.111 -1.333 0.285  C2 1.051

Values from the calculation:
Total charge = 0
E_HOMO = -9.53 eV

=====

Energetically preferred structure: w) | next structure: +99.2 kcal/mol

=====

w) DFT (ωB97M-V/def2-TZVPD) results for a 2-piece molecular cluster, C2H3FO2S overall.

Bonds (Å) are listed after each position.
CARTESIAN COORDINATES (ANGSTROEM)
1 C -0.460 0.103 -1.238  C2 1.304, H7 1.072, H8 1.167
2 C 0.179 0.972 -0.505  C1 1.304, F5 1.337, H9 1.088
3 O 0.975 -0.697 2.497  S6 1.408
4 O -0.966 -1.254 1.195  S6 1.447
5 F 1.441 0.680 -0.174  C2 1.337
6 S 0.477 -1.201 1.280  O3 1.408, O4 1.447
7 H -1.442 0.402 -1.545  C1 1.072
8 H 0.009 -0.966 -1.238  C1 1.167
9 H -0.212 1.960 -0.271  C2 1.088

Values from the calculation:
Total charge = 0
E_HOMO = -10.39 eV

=====

x) DFT (ωB97M-V/def2-TZVPD) results for C2H3FO2S in the gas phase.

Bonds (Å) are listed after each position.
CARTESIAN COORDINATES (ANGSTROEM)
1 C -0.125 -0.285 0.562  C2 1.871, S6 1.770, H7 1.004, H8 1.133
2 C -0.586 0.969 -0.748  C1 1.871, F5 1.358, S6 1.833, H9 1.150
3 O -2.267 -1.146 -0.927  S6 1.450
4 O -2.793 0.362 0.937  S6 1.438
5 F -0.545 2.223 -0.227  C2 1.358
6 S -1.807 -0.156 0.027  C1 1.770, C2 1.833, O3 1.450, O4 1.438
7 H 0.255 -1.080 0.081  C1 1.004
8 H 0.296 -0.113 1.600  C1 1.133
9 H 0.148 0.808 -1.618  C2 1.150

Values from the calculation:
SMILES = O=S1(=O)C[C@@H]1F
Total charge = 0
E_HOMO = -10.93 eV

=====

y) DFT (ωB97M-V/def2-TZVPD) results for a 2-piece molecular cluster, C2H3FO2S overall.

Bonds (Å) are listed after each position.
CARTESIAN COORDINATES (ANGSTROEM)
1 C -0.191 1.138 1.129  C2 1.285, H7 1.122, H8 1.044
2 C -0.866 0.607 0.174  C1 1.285, F5 1.332, H9 1.149
3 O 3.861 0.160 1.218  S6 1.402
4 O 3.530 0.706 -1.161  S6 1.459
5 F -0.418 0.876 -1.052  C2 1.332
6 S 3.651 -0.283 -0.095  O3 1.402, O4 1.459
7 H -0.421 0.851 2.190  C1 1.122
8 H 0.755 1.519 0.908  C1 1.044
9 H -1.848 0.011 0.180  C2 1.149

Values from the calculation:
Total charge = 0
E_HOMO = -10.25 eV

=====

Energetically preferred structure: y) | next structure: +8.1 kcal/mol

=====

w) DFT (ωB97M-V/def2-TZVPD) results for C16H18ClN3O3S in the gas phase.

Bonds (Å) are listed after each position.
CARTESIAN COORDINATES (ANGSTROEM)
1 C 2.561 -2.572 3.798  H2 1.086, H3 1.086, H4 1.087, C5 1.527
2 H 3.461 -2.715 3.207  C1 1.086
3 H 2.797 -1.975 4.674  C1 1.086
4 H 2.198 -3.542 4.130  C1 1.087
5 C 1.494 -1.897 2.939  C1 1.527, N6 1.445, H41 1.095, H42 1.093
6 N 1.916 -0.689 2.269  C5 1.445, S7 1.656, C34 1.448
7 S 2.794 -0.871 0.876  N6 1.656, O8 1.429, O9 1.432, C10 1.811
8 O 3.332 0.401 0.511  S7 1.429
9 O 3.682 -1.992 0.948  S7 1.432
10 C 1.448 -1.225 -0.284  S7 1.811, C11 1.381, C15 1.388
11 C 0.754 -0.119 -0.732  C10 1.381, C12 1.391, H33 1.079
12 C -0.328 -0.248 -1.596  C11 1.391, C13 1.395, C19 1.498
13 C -0.677 -1.520 -2.047  C12 1.395, C14 1.381, H18 1.081
14 C 0.021 -2.631 -1.615  C13 1.381, C15 1.393, H17 1.078
15 C 1.078 -2.490 -0.718  C10 1.388, C14 1.393, Cl16 1.713
16 Cl 1.909 -3.890 -0.186  C15 1.713
17 H -0.239 -3.616 -1.967  C14 1.078
18 H -1.471 -1.657 -2.768  C13 1.081
19 C -1.020 1.007 -2.031  C12 1.498, O20 1.209, N21 1.369
20 O -0.439 2.066 -2.098  C19 1.209
21 N -2.348 0.832 -2.312  C19 1.369, C22 1.394, H32 1.011
22 C -3.270 1.778 -2.757  N21 1.394, C23 1.396, C27 1.393
23 C -4.598 1.378 -2.918  C22 1.396, C24 1.383, H31 1.081
24 C -5.520 2.307 -3.366  C23 1.383, N25 1.322, H30 1.082
25 N -5.213 3.561 -3.652  C24 1.322, C26 1.322
26 C -3.954 3.934 -3.499  N25 1.322, C27 1.386, H29 1.082
27 C -2.942 3.097 -3.058  C22 1.393, C26 1.386, H28 1.076
28 H -1.933 3.453 -2.948  C27 1.076
29 H -3.742 4.967 -3.743  C26 1.082
30 H -6.557 2.034 -3.504  C24 1.082
31 H -4.900 0.364 -2.698  C23 1.081
32 H -2.737 -0.085 -2.142  N21 1.011
33 H 1.074 0.861 -0.414  C11 1.079
34 C 2.021 0.566 2.983  N6 1.448, C35 1.526, H39 1.092, H40 1.094
35 C 3.374 0.805 3.647  C34 1.526, H36 1.086, H37 1.087, H38 1.086
36 H 3.572 0.075 4.426  C35 1.086
37 H 3.391 1.799 4.088  C35 1.087
38 H 4.155 0.740 2.895  C35 1.086
39 H 1.850 1.354 2.246  C34 1.092
40 H 1.214 0.595 3.721  C34 1.094
41 H 0.613 -1.656 3.544  C5 1.095
42 H 1.182 -2.588 2.152  C5 1.093

Values from the calculation:
SMILES = CCN(CC)S(=O)(=O)c1cc(C(=O)Nc2ccncc2)ccc1Cl
Total charge = 0
E_HOMO = -9.43 eV

=====

x) DFT (ωB97M-V/def2-TZVPD) results for C16H18ClN3O3S in the gas phase.

Bonds (Å) are listed after each position.
CARTESIAN COORDINATES (ANGSTROEM)
1 C -1.678 -1.607 -3.176  H2 1.087, H3 1.087, H4 1.088, C5 1.528
2 H -2.686 -1.961 -3.372  C1 1.087
3 H -1.328 -1.065 -4.051  C1 1.087
4 H -1.707 -0.923 -2.330  C1 1.088
5 C -0.765 -2.797 -2.880  C1 1.528, N6 1.440, H41 1.091, H42 1.096
6 N 0.572 -2.426 -2.495  C5 1.440, S7 1.643, C34 1.445
7 S 0.958 -2.502 -0.899  N6 1.643, O8 1.431, O9 1.435, C10 1.804
8 O 2.349 -2.196 -0.762  S7 1.431
9 O 0.454 -3.731 -0.358  S7 1.435
10 C -0.004 -1.185 -0.129  S7 1.804, C11 1.378, C15 1.383
11 C 0.477 0.107 -0.121  C10 1.378, C12 1.391, H33 1.078
12 C -0.269 1.129 0.456  C11 1.391, C13 1.395, C19 1.500
13 C -1.520 0.826 0.994  C12 1.395, C14 1.388, Cl18 1.726
14 C -1.996 -0.478 0.995  C13 1.388, C15 1.384, H17 1.078
15 C -1.230 -1.486 0.437  C10 1.383, C14 1.384, H16 1.078
16 H -1.565 -2.511 0.440  C15 1.078
17 H -2.960 -0.693 1.428  C14 1.078
18 Cl -2.505 2.076 1.663  C13 1.726
19 C 0.247 2.535 0.372  C12 1.500, O20 1.211, N21 1.360
20 O 0.472 3.060 -0.696  C19 1.211
21 N 0.428 3.207 1.541  C19 1.360, C22 1.396, H32 1.014
22 C 0.295 2.764 2.858  N21 1.396, C23 1.393, C27 1.398
23 C 0.608 1.469 3.265  C22 1.393, C24 1.384, H31 1.079
24 C 0.434 1.133 4.596  C23 1.384, C25 1.387, H30 1.078
25 C -0.027 2.101 5.476  C24 1.387, N26 1.322, H29 1.081
26 N -0.288 3.342 5.104  C25 1.322, C27 1.316
27 C -0.129 3.666 3.839  C22 1.398, N26 1.316, H28 1.083
28 H -0.353 4.694 3.581  C27 1.083
29 H -0.184 1.883 6.523  C25 1.081
30 H 0.665 0.138 4.941  C24 1.078
31 H 0.991 0.744 2.563  C23 1.079
32 H 0.617 4.196 1.422  N21 1.014
33 H 1.445 0.321 -0.544  C11 1.078
34 C 1.513 -1.913 -3.464  N6 1.445, C35 1.526, H39 1.093, H40 1.093
35 C 1.684 -0.397 -3.429  C34 1.526, H36 1.085, H37 1.087, H38 1.087
36 H 2.233 -0.109 -2.539  C35 1.085
37 H 0.724 0.112 -3.430  C35 1.087
38 H 2.252 -0.075 -4.299  C35 1.087
39 H 1.171 -2.235 -4.451  C34 1.093
40 H 2.479 -2.383 -3.260  C34 1.093
41 H -1.160 -3.383 -2.049  C5 1.091
42 H -0.716 -3.448 -3.760  C5 1.096

Values from the calculation:
SMILES = CCN(CC)S(=O)(=O)c1ccc(Cl)c(C(=O)Nc2cccnc2)c1
Total charge = 0
E_HOMO = -9.16 eV

=====

Energetically preferred structure: x) | next structure: +2.0 kcal/mol